No. 1
{"formula": "C6H3F3NSTe4Tl", "method": "the ωB97M-V functional and the def2-TZVPD basis", "symbols": ["Tl", "Te", "Te", "Te", "Te", "F", "C", "F", "F", "C", "C", "C", "C", "N", "C", "S", "H", "H", "H"], "coordinates": [[0.236, -2.498, -2.760], [2.582, -0.627, -3.007], [1.517, 1.827, -2.798], [-0.336, 1.647, -4.656], [-1.887, -0.120, -3.217], [-0.408, 2.120, 2.868], [-0.290, 1.966, 1.543], [0.851, 2.561, 1.187], [-1.284, 2.658, 0.991], [-0.279, 0.502, 1.169], [0.250, -0.370, 2.104], [0.358, -1.718, 1.820], [-0.032, -2.128, 0.564], [-0.523, -1.306, -0.361], [-0.690, -0.012, -0.076], [-1.448, 1.072, -1.240], [0.568, 0.015, 3.063], [0.748, -2.421, 2.541], [0.067, -3.167, 0.265]], "mulliken_charge": [0.29, -0.24, -0.06, 0.01, 0.00, -0.27, 0.75, -0.21, -0.25, 0.02, -0.31, -0.72, -0.15, -0.33, 0.34, -0.09, 0.45, 0.40, 0.37], "homo_energy_ev": -7.1, "total_energy_ev": -60616.4730, "max_force_ev_per_a": 0.80, "e_lumo_ha": -0.0302, "charge": 0}

***

No. 2
{"formula": "C7H8O", "method": "the ωB97M-V functional and the def2-TZVPD basis", "symbols": ["C", "C", "C", "C", "C", "C", "C", "H", "H", "H", "H", "H", "H", "H", "H", "O"], "coordinates": [[-1.341, -0.417, -0.141], [-0.317, 0.453, -1.143], [-0.433, 1.550, -0.020], [-0.595, 0.350, 1.010], [0.614, -0.367, 0.716], [0.704, -1.621, -0.025], [0.864, -0.223, -0.790], [-0.715, 0.551, -2.192], [0.620, 2.123, 0.174], [-1.068, 2.606, 0.097], [-0.868, 0.426, 2.263], [1.351, -0.206, 1.484], [-0.172, -2.296, -0.072], [1.905, -2.002, 0.004], [1.730, 0.209, -1.188], [-2.279, -1.134, -0.179]], "mulliken_charge": [0.21, -0.28, -0.25, -0.14, -0.47, -0.60, -0.53, 0.39, 0.22, 0.26, 0.32, 0.47, 0.27, 0.23, 0.43, -0.53], "homo_energy_ev": -8.8, "total_energy_ev": -9430.5535, "max_force_ev_per_a": 6.08, "e_above_lowest_kcal_mol": 131.2, "e_lumo_ha": 0.0343, "charge": 0, "smiles": "O=C1[C@H]2C[C@@H]1[C@H]1C[C@H]12"}

***

No. 3
{"formula": "C28H34KN12P2", "method": "the ωB97M-V functional and the def2-TZVPD basis", "symbols": ["K", "C", "N", "C", "C", "N", "C", "P", "C", "N", "C", "C", "N", "C", "C", "N", "C", "C", "N", "C", "H", "H", "H", "H", "H", "H", "H", "H", "H", "H", "H", "H", "H", "H", "H", "N", "C", "N", "C", "N", "N", "C", "N", "C", "C", "C", "C", "C", "N", "H", "H", "H", "H", "H", "H", "H", "H", "C", "P", "C", "C", "C", "C", "C", "C", "C", "H", "H", "H", "H", "H", "H", "H", "H", "H", "H", "H"], "coordinates": [[-0.235, -0.752, 0.702], [5.161, -0.534, -2.605], [3.717, -0.211, -2.320], [2.734, -0.239, -3.294], [1.534, -0.350, -2.663], [1.728, -0.296, -1.236], [3.087, -0.366, -1.070], [3.975, -0.201, 0.483], [3.099, 1.250, 1.301], [1.885, 0.985, 1.912], [1.501, 2.230, 2.389], [2.341, 3.221, 2.056], [3.410, 2.560, 1.348], [4.473, 3.323, 0.712], [3.554, -1.759, 1.340], [2.315, -2.282, 1.530], [2.465, -3.423, 2.293], [3.790, -3.638, 2.605], [4.483, -2.517, 2.057], [5.958, -2.262, 2.081], [5.752, 0.101, -1.880], [5.377, -0.259, -3.690], [5.348, -1.583, -2.467], [2.895, -0.167, -4.366], [0.498, -0.515, -3.005], [0.590, 2.336, 2.946], [2.267, 4.280, 2.228], [4.077, 4.218, 0.216], [4.981, 2.736, -0.051], [5.327, 3.573, 1.437], [1.591, -3.992, 2.645], [4.243, -4.332, 3.283], [6.403, -2.401, 1.103], [6.402, -2.890, 2.862], [6.095, -1.226, 2.299], [-0.104, -1.171, 4.776], [-1.052, -2.113, 4.367], [-1.763, -2.761, 5.279], [-2.801, -3.513, 4.769], [-3.572, -4.202, 5.606], [-3.166, -3.496, 3.501], [-2.378, -2.872, 2.612], [-1.262, -2.177, 2.950], [-3.039, -2.724, 1.285], [-4.403, -3.154, 1.189], [-5.045, -3.056, -0.027], [-4.318, -2.659, -1.177], [-3.043, -2.153, -0.969], [-2.460, -2.145, 0.260], [0.124, -1.146, 5.762], [0.663, -1.085, 4.110], [-3.253, -4.481, 6.521], [-4.305, -4.759, 5.124], [-4.905, -3.393, 2.144], [-6.065, -3.454, -0.121], [-4.758, -2.685, -2.182], [-2.436, -1.780, -1.811], [-5.082, 4.995, -2.298], [-4.155, 3.343, -2.143], [-4.989, 2.330, -3.431], [-2.560, 3.531, -3.010], [-2.577, 3.537, -4.441], [-1.429, 2.987, -5.052], [-0.390, 2.471, -4.277], [-0.299, 2.659, -2.882], [-1.379, 3.287, -2.230], [-4.959, 5.427, -3.318], [-4.683, 5.700, -1.586], [-6.178, 4.927, -2.246], [-5.527, 2.988, -4.134], [-5.811, 1.828, -2.906], [-4.307, 1.629, -3.927], [-3.433, 3.918, -4.979], [-1.454, 2.871, -6.107], [0.543, 2.182, -4.714], [0.614, 2.341, -2.337], [-1.425, 3.410, -1.132]], "mulliken_charge": [0.80, -0.82, 0.28, -0.34, -0.80, 0.40, -0.23, -0.37, 0.01, -0.02, -0.58, -0.56, 0.22, -0.87, -0.16, 0.13, -0.35, -0.61, 0.21, -0.85, 0.30, 0.31, 0.30, 0.46, 0.42, 0.47, 0.48, 0.34, 0.30, 0.28, 0.41, 0.38, 0.30, 0.31, 0.35, -0.38, 0.30, -0.67, 0.46, -0.35, -0.58, -0.08, 0.00, 0.56, -0.34, -0.40, -0.66, -0.18, -0.14, 0.27, 0.19, 0.27, 0.27, 0.38, 0.38, 0.38, 0.43, -1.13, 0.15, -1.09, 0.70, -0.48, -0.63, -0.52, -0.06, -0.92, 0.31, 0.32, 0.36, 0.31, 0.37, 0.35, 0.38, 0.41, 0.40, 0.44, 0.33], "homo_energy_ev": -10.0, "total_energy_ev": -82367.4169, "max_force_ev_per_a": 3.60, "e_above_lowest_kcal_mol": 51.1, "e_lumo_ha": -0.0839, "charge": 1}